(1)
Entry from the OMol25 dataset: a cluster of 12 separate species, C36H80O36S8 in total at a distorted geometry (the ωB97M-V functional and the def2-TZVPD basis).

Last column: Löwdin charge in e.
Atoms and positions in Å:
C1 4.15719 -1.63146 -0.91959  -0.05
C2 4.42809 -2.72459 -1.92180  -0.29
O1 3.82955 -2.42372 -3.17782  -0.27
S1 3.85144 -3.59923 -4.31195  0.61
C3 5.60546 -3.59713 -4.80398  -0.10
O2 3.55630 -4.83358 -3.65915  -0.27
O3 3.11174 -3.03374 -5.39892  -0.27
H1 4.51411 -1.89084 0.07559  0.09
H2 3.10341 -1.35085 -0.90793  0.07
H3 4.72286 -0.72477 -1.15820  0.07
H4 5.51655 -2.82692 -1.98944  0.12
H5 4.03247 -3.66480 -1.53206  0.12
H6 5.69664 -4.39942 -5.53203  0.07
H7 6.26249 -3.70546 -3.94647  0.06
H8 5.81973 -2.64633 -5.28811  0.07
C4 0.67206 -4.79248 1.09373  -0.05
C5 -0.20041 -5.91096 1.61631  -0.25
O4 -1.45553 -5.90785 0.86768  -0.29
S2 -1.95092 -7.39733 0.33532  0.63
C6 -0.57258 -7.78027 -0.74992  -0.12
O5 -1.84929 -8.32119 1.42441  -0.28
O6 -3.09523 -7.24873 -0.54984  -0.29
H9 0.23878 -3.79961 1.19428  0.06
H10 1.12807 -4.95207 0.11787  0.08
H11 1.51996 -4.79247 1.78871  0.07
H12 0.34177 -6.84027 1.45341  0.10
H13 -0.43650 -5.79261 2.66759  0.10
H14 0.25230 -8.05662 -0.09840  0.06
H15 -0.38988 -6.92529 -1.39679  0.07
H16 -0.75073 -8.64178 -1.39104  0.08
C7 6.80312 5.72299 -3.25489  -0.06
C8 6.84711 5.00265 -1.90801  -0.27
O7 6.23803 3.69273 -1.92714  -0.27
S3 5.87188 3.08225 -0.44873  0.61
C9 4.14988 3.61637 -0.41913  -0.11
O8 6.00755 1.67028 -0.55244  -0.27
O9 6.57927 3.79942 0.56800  -0.28
H17 5.85288 5.60470 -3.78164  0.08
H18 7.57947 5.41507 -3.94965  0.08
H19 6.84664 6.78977 -3.03510  0.08
H20 7.89283 4.78817 -1.67431  0.12
H21 6.44087 5.62270 -1.11056  0.11
H22 3.50443 2.93106 0.12730  0.06
H23 3.77529 3.50288 -1.43843  0.05
H24 4.02031 4.67116 -0.19658  0.07
C10 1.82212 -5.93901 8.22882  -0.06
C11 2.54296 -5.47113 6.95602  -0.26
O10 1.89117 -4.30505 6.45579  -0.28
S4 1.74152 -4.16279 4.83259  0.65
C12 1.78419 -2.33766 4.85343  -0.09
O11 2.90259 -4.63625 4.12359  -0.29
O12 0.42783 -4.68942 4.46692  -0.30
H25 0.77018 -5.69420 8.07584  0.08
H26 2.21507 -5.66968 9.20546  0.07
H27 1.79026 -7.03265 8.23158  0.07
H28 3.61607 -5.31035 7.04437  0.12
H29 2.35717 -6.31019 6.28013  0.11
H30 2.83972 -2.08201 4.79724  0.07
H31 1.41439 -1.99513 5.81740  0.07
H32 1.22556 -1.87290 4.04770  0.04
C13 -4.89454 -5.90061 2.49869  -0.06
C14 -4.59638 -4.87105 1.43301  -0.25
O13 -5.00921 -3.51153 1.77326  -0.25
S5 -4.16426 -2.74574 2.93091  0.64
C15 -2.49183 -2.70653 2.30226  -0.11
O14 -4.65375 -1.37862 2.89492  -0.30
O15 -4.18847 -3.54422 4.12482  -0.28
H33 -4.53213 -5.58982 3.48140  0.06
H34 -4.46077 -6.88575 2.34611  0.08
H35 -5.96535 -5.90808 2.71657  0.09
H36 -3.55579 -4.80964 1.11982  0.08
H37 -5.17346 -5.19991 0.56872  0.12
H38 -1.88733 -2.29785 3.12187  0.08
H39 -2.27354 -2.07599 1.44888  0.04
H40 -2.04145 -3.69885 2.25805  0.06
C16 -0.68961 -0.35887 -2.62814  -0.05
C17 -0.82623 -1.63393 -3.45043  -0.24
O16 -2.12451 -2.21761 -3.31163  -0.25
S6 -2.43425 -3.15037 -2.04810  0.62
C18 -4.24279 -3.04541 -2.16188  -0.07
O17 -2.03009 -4.48028 -2.41261  -0.26
O18 -2.03663 -2.42019 -0.87261  -0.29
H41 0.10614 0.31028 -2.94638  0.07
H42 -0.56679 -0.65273 -1.58277  0.05
H43 -1.65909 0.14050 -2.58950  0.06
H44 -0.60572 -1.32539 -4.47390  0.12
H45 -0.02697 -2.34398 -3.23043  0.13
H46 -4.37406 -3.47200 -3.15679  0.07
H47 -4.64998 -2.03896 -2.13058  0.06
H48 -4.69436 -3.67856 -1.40318  0.06
C19 -2.65088 5.62323 -2.68088  -0.05
C20 -1.53817 4.97858 -1.90949  -0.27
O19 -0.34087 5.77695 -1.90989  -0.27
S7 1.11387 5.18173 -2.30416  0.61
C21 0.92812 5.30849 -4.09112  -0.09
O20 2.08326 6.14704 -1.86184  -0.27
O21 1.23262 3.79540 -1.89339  -0.31
H49 -2.49101 5.80705 -3.73968  0.09
H50 -3.10740 6.45872 -2.14414  0.08
H51 -3.49859 4.92574 -2.64479  0.08
H52 -1.74365 4.69373 -0.87955  0.10
H53 -1.31135 4.06728 -2.48279  0.10
H54 0.13989 4.60136 -4.33980  0.07
H55 1.90161 5.12774 -4.53723  0.08
H56 0.56195 6.32210 -4.22989  0.08
C22 -3.48311 7.61146 2.52732  -0.07
C23 -2.51467 7.34662 1.39551  -0.27
O22 -2.07094 5.98675 1.27966  -0.25
S8 -1.21354 5.27805 2.42979  0.62
C24 0.11567 6.48804 2.75260  -0.07
O23 -2.06604 5.18203 3.59442  -0.29
O24 -0.78438 4.03489 1.82505  -0.28
H57 -3.84070 8.63764 2.44726  0.09
H58 -2.96226 7.55208 3.48218  0.07
H59 -4.27842 6.86893 2.48216  0.09
H60 -2.93144 7.73271 0.46560  0.12
H61 -1.67370 8.03719 1.53151  0.11
H62 -0.42379 7.36053 3.10763  0.06
H63 0.51435 6.61721 1.74873  0.08
H64 0.74476 6.05110 3.51935  0.08
O25 -5.60783 3.13581 1.32612  0.16
C25 -4.97909 2.61448 2.19635  -0.58
O26 -5.47514 1.93685 3.24682  0.07
C26 -4.42851 1.59719 4.18154  -0.08
C27 -3.15997 2.02047 3.43080  -0.11
O27 -3.64087 2.56106 2.21429  0.02
H65 -4.60637 2.16470 5.09280  0.13
H66 -4.45939 0.51977 4.31944  0.10
H67 -2.60581 1.12997 3.13156  0.12
H68 -2.61262 2.80997 3.93941  0.11
O28 5.14222 1.75790 -6.33550  0.17
C28 4.19577 1.47379 -5.68195  -0.57
O29 3.52572 0.29492 -5.79647  0.06
C29 2.55364 0.17938 -4.76364  -0.11
C30 2.26276 1.69137 -4.49572  -0.11
O30 3.52567 2.25716 -4.82832  0.05
H69 1.62772 -0.13898 -5.23873  0.13
H70 2.88843 -0.34046 -3.87420  0.11
H71 2.03306 1.85192 -3.44416  0.10
H72 1.56294 2.19781 -5.16208  0.13
O31 -6.96351 2.12290 -2.44982  0.20
C31 -5.88861 1.85342 -2.05787  -0.54
O32 -5.39751 0.62318 -1.73120  0.07
C32 -4.23545 0.77578 -0.96126  -0.13
C33 -3.70379 2.09604 -1.50481  -0.14
O33 -4.90460 2.77381 -1.83969  0.05
H73 -4.28212 0.69433 0.12403  0.13
H74 -3.47941 0.04586 -1.27072  0.10
H75 -2.99287 1.97537 -2.32377  0.12
H76 -3.18607 2.64730 -0.71651  0.12
O34 1.51564 -1.66315 1.68704  0.14
C34 1.03373 -0.65566 1.24400  -0.57
O35 1.72281 0.31073 0.60986  0.07
C35 0.86545 1.40502 0.24858  -0.09
C36 -0.47503 0.94754 0.81819  -0.12
O36 -0.23634 -0.32200 1.36053  0.08
H77 1.09196 2.36969 0.70128  0.12
H78 0.83214 1.49906 -0.83382  0.10
H79 -1.22570 0.83883 0.02858  0.12
H80 -0.91133 1.64684 1.53149  0.10

Results
electronic energy	-7313.70529	Eh
HOMO	-10.78	eV
energy above the lowest of the compared OMol25 structures with the same formula, charge and spin	0.00	kcal per mole
2S+1	1
orbital gap	10.59	eV
lowest unoccupied orbital energy	-0.187	eV
SMILES	CCOS(C)(=O)=O.CCOS(C)(=O)=O.CCOS(C)(=O)=O.CCOS(C)(=O)=O.CCOS(C)(=O)=O.CCOS(C)(=O)=O.CCOS(C)(=O)=O.CCOS(C)(=O)=O.O=C1OCCO1.O=C1OCCO1.O=C1OCCO1.O=C1OCCO1

(2)
Entry from the OMol25 dataset: a cluster of 8 separate species, C6H29NO8 in total at a distorted geometry (the ωB97M-V functional and the def2-TZVPD basis).

Last column: Löwdin charge in e.
Atoms and positions in Å:
C1 2.16505 -0.59093 1.46880  -0.09
C2 1.55892 -0.81569 0.07269  -0.24
C3 0.22412 -0.10423 -0.05741  -0.18
C4 -0.48588 -0.39587 -1.40305  -0.36
C5 -1.93650 0.09334 -1.35064  -0.05
N1 0.24869 0.30423 -2.51760  -0.02
C6 1.13365 -0.56792 -3.27499  -0.28
O1 0.41634 -1.53788 -4.00687  -0.04
H1 1.46837 -0.97783 2.28734  0.08
H2 3.09271 -1.07953 1.61675  0.05
H3 2.34488 0.49661 1.65195  0.08
H4 2.26380 -0.48295 -0.67486  0.09
H5 1.37918 -1.90839 -0.09112  0.11
H6 0.35259 1.02228 0.06468  0.10
H7 -0.45233 -0.38117 0.71830  0.06
H8 -0.45838 -1.53009 -1.61260  0.12
H9 -2.48389 -0.22168 -2.26535  0.09
H10 -2.00028 1.19366 -1.25232  0.08
H11 -2.46526 -0.41112 -0.48992  0.10
H12 -0.39984 0.73336 -3.13019  0.10
H13 1.88095 -0.95733 -2.66694  0.08
H14 1.63666 0.01363 -4.11519  0.15
H15 0.03989 -2.18811 -3.40339  0.07
O2 -2.39880 1.85111 1.51318  -0.06
H16 -2.96881 1.62440 0.75645  0.06
H17 -1.66389 2.41174 1.22368  0.00
O3 -0.57640 -3.44023 -0.61838  -0.07
H18 -0.96261 -4.27333 -0.54743  0.00
H19 -0.70524 -3.07051 0.30314  0.01
O4 -0.82323 -2.62252 1.91472  -0.06
H20 -1.11474 -1.74059 2.22094  0.00
H21 0.08995 -2.67510 2.21655  0.05
O5 -1.38022 -0.20014 2.90677  -0.06
H22 -1.75215 0.51348 2.37180  0.00
H23 -1.90576 -0.19943 3.71160  0.08
O6 1.48613 2.61543 -1.20681  -0.06
H24 2.28333 2.26073 -0.84756  0.05
H25 1.11645 1.86016 -1.72953  0.03
O7 0.86251 1.75830 3.14981  0.00
H26 0.38082 0.98148 3.11937  -0.04
H27 0.64725 2.20189 2.38763  -0.05
O8 -0.24544 3.25913 0.75061  -0.05
H28 0.33124 2.99340 -0.00008  0.01
H29 -0.22382 4.18419 0.83542  0.05

Results
electronic energy	-902.69154	Eh
HOMO	-9.64	eV
energy above the lowest of the compared OMol25 structures with the same formula, charge and spin	23.47	kcal per mole
2S+1	1
orbital gap	10.10	eV
lowest unoccupied orbital energy	0.458	eV
SMILES	CCC[C@@H](C)NCO.O.O.O.O.O.O.O

(3)
Entry from the OMol25 dataset: a structure of composition C27H33KN8O6S2 at a distorted geometry (the ωB97M-V functional and the def2-TZVPD basis).

Last column: Löwdin charge in e.
Atoms and positions in Å:
K1 -0.46268 -0.10150 -0.08267  0.66
N1 0.97672 1.00801 4.84011  0.01
C1 0.95487 0.56772 3.53291  -0.94
S1 1.13287 1.76364 2.31640  0.48
N2 0.79160 -0.74246 3.45296  -0.06
N3 0.68105 -1.23576 2.19626  -0.06
C2 0.61379 -2.50988 2.12791  -0.13
C3 0.47072 -3.24026 0.86256  -0.27
C4 0.32123 -4.62909 0.90109  -0.05
C5 0.13347 -5.32235 -0.28163  -0.09
C6 0.09744 -4.62149 -1.47545  -0.07
C7 0.27049 -3.24501 -1.42432  -0.11
N4 0.46737 -2.57325 -0.29680  0.06
H1 1.39126 1.91147 4.98095  0.04
H2 1.12280 0.29580 5.53668  0.07
H3 0.63932 -3.10893 3.04216  0.10
H4 0.33454 -5.14301 1.85433  0.10
H5 0.00081 -6.39800 -0.26945  0.09
H6 -0.07845 -5.11454 -2.42148  0.10
H7 0.24015 -2.64966 -2.33156  0.12
O1 -3.64820 -0.89339 -5.54189  0.02
C8 -3.12194 -0.66308 -4.45863  -0.33
C9 -3.36169 -1.40977 -3.18532  -0.33
O2 -4.08494 -2.39351 -3.05331  0.02
C10 -2.57565 -0.75193 -2.11088  -0.35
C11 -1.75642 0.28893 -2.74275  -0.34
O3 -0.86929 1.00234 -2.20869  -0.15
C12 -2.13366 0.40294 -4.15592  -0.33
O4 -1.68202 1.24209 -4.94725  0.00
O5 -2.60888 -1.06911 -0.90062  -0.11
C13 -6.28089 5.04810 2.90427  -0.08
C14 -6.06197 3.55047 2.73497  -0.21
N5 -5.39197 2.93746 3.87567  -0.07
C15 -6.23216 2.61713 5.02197  -0.22
C16 -6.98058 1.29892 4.86057  -0.08
C17 -4.18475 2.27809 3.79569  -0.41
O6 -3.82789 1.51769 4.67689  0.08
C18 -3.29894 2.63941 2.64471  -0.13
C19 -2.88309 3.94571 2.42223  -0.03
C20 -2.07583 4.21995 1.33302  -0.05
C21 -1.73162 3.17344 0.48781  -0.13
N6 -2.12072 1.92393 0.69367  0.05
C22 -2.86720 1.65943 1.75834  -0.05
H8 -6.79958 5.45366 2.03336  0.07
H9 -5.32649 5.56539 3.00585  0.06
H10 -6.88327 5.26833 3.78784  0.06
H11 -5.47695 3.36194 1.83913  0.12
H12 -7.02521 3.05156 2.58725  0.11
H13 -6.93452 3.44205 5.16141  0.11
H14 -5.59144 2.56934 5.90071  0.12
H15 -7.63427 1.31625 3.98646  0.06
H16 -7.59866 1.10233 5.73919  0.07
H17 -6.26864 0.48304 4.74676  0.08
H18 -3.17853 4.73279 3.10705  0.11
H19 -1.70986 5.22034 1.14368  0.10
H20 -1.10675 3.32248 -0.38713  0.09
H21 -3.15261 0.62142 1.90194  0.14
C23 0.68169 4.54968 -4.30616  -0.09
C24 0.38663 3.42546 -3.32376  -0.24
N7 1.52854 2.52505 -3.17320  0.01
C25 2.02946 2.09693 -2.00067  -0.90
S2 2.88519 0.66249 -1.86721  0.56
N8 1.83540 2.89974 -0.90291  -0.02
C26 2.20075 4.31044 -0.93194  -0.25
C27 1.32137 5.14417 -0.01487  -0.09
H22 -0.20145 5.18082 -4.42741  0.07
H23 0.93037 4.13975 -5.28700  0.07
H24 1.51628 5.17651 -3.97967  0.05
H25 -0.46000 2.82536 -3.66168  0.09
H26 0.12982 3.81558 -2.34056  0.09
H27 1.58821 1.80695 -3.88051  0.12
H28 2.13193 2.42124 -0.05841  0.03
H29 2.13156 4.66772 -1.95877  0.09
H30 3.25033 4.41700 -0.62997  0.12
H31 0.30032 5.18708 -0.39902  0.05
H32 1.70390 6.16499 0.06145  0.07
H33 1.28996 4.70550 0.98471  0.06

Results
electronic energy	-3334.59884	Eh
HOMO	-0.68	eV
energy above the lowest of the compared OMol25 structures with the same formula, charge and spin	27.89	kcal per mole
2S+1	1
orbital gap	4.47	eV
lowest unoccupied orbital energy	3.787	eV
total charge	-2

(4)
Entry from the OMol25 dataset: a cluster of 2 separate species, CH5O3PS in total at a distorted geometry (the ωB97M-V functional and the def2-TZVPD basis).

Last column: Löwdin charge in e.
Atoms and positions in Å:
O1 0.23076 0.68866 -0.83668  -0.43
P1 1.39940 0.91144 0.09154  0.47
O2 1.40827 -0.08286 1.38192  -0.22
O3 2.78770 0.47872 -0.50981  -0.14
H1 1.44022 2.16160 0.72316  0.06
H2 0.48999 0.05966 1.78009  0.06
H3 3.06274 -0.23576 0.08766  0.08
C1 -2.28316 1.45935 -0.58471  -0.48
S1 -2.05723 0.25922 0.49796  0.64
H4 -3.04581 1.20654 -1.26756  -0.02
H5 -1.69053 2.28676 -0.60582  -0.03

Results
electronic energy	-1006.37946	Eh
HOMO	-8.59	eV
energy above the lowest of the compared OMol25 structures with the same formula, charge and spin	46.73	kcal per mole
2S+1	1
orbital gap	8.48	eV
lowest unoccupied orbital energy	-0.104	eV
SMILES	O=[PH](O)O.C=S